Molecular formula: C7H15N2OP
Method: DFT, the ωB97M-V functional and the def2-TZVPD basis

The geometry in XYZ format:
```
26
Properties=species:S:1:pos:R:3:forces:R:3
H 0.2876 2.7871 -1.0507 -0.459 -0.032 -0.741
H -2.7730 0.1773 -0.4187 -0.429 1.697 0.288
C -2.5440 -0.7923 -0.7274 1.915 -0.928 -0.211
H -2.5406 -0.8483 -1.8470 0.680 0.013 0.774
H 0.0665 -2.3894 -1.0712 -0.612 -0.599 0.873
C -0.7375 -2.5200 -0.2818 1.410 0.170 1.053
H 0.3310 2.1393 -2.7462 -0.389 -0.611 1.195
H 1.7077 -0.4596 -2.4358 0.042 0.047 0.092
H 2.3000 -0.3622 -0.7399 0.081 0.241 -0.131
H -1.5133 -3.1648 -0.7195 0.131 0.360 0.278
H 1.7368 -1.0473 1.5693 -0.104 -0.706 -0.197
C 1.2798 0.5469 2.7426 -0.990 -2.651 -4.403
O -1.0023 1.3932 0.7242 -0.295 -0.405 0.814
N -1.2826 -1.1642 0.0461 0.760 0.306 -0.377
H -0.3022 -3.0978 0.6891 -0.921 1.524 -2.276
P -0.1790 0.2275 0.3306 -1.932 0.530 -0.798
H 2.3687 1.1528 -1.8487 0.150 -1.941 0.336
H -1.1277 1.9429 -1.6807 0.041 -0.204 -0.116
C -0.0412 1.9328 -1.6913 0.900 2.411 -0.760
H -3.3480 -1.4098 -0.4085 -0.556 -0.803 0.468
C 1.0546 -0.2212 1.6226 0.491 1.868 1.913
H 1.9377 2.0045 4.1908 0.790 -0.726 -0.854
H 0.5438 1.1340 4.5207 -0.148 -1.297 0.369
N 0.5315 0.7816 -1.1038 1.017 -4.169 1.447
C 1.4265 1.0762 3.8899 -0.896 2.909 1.709
C 1.8194 0.1809 -1.5550 -0.678 2.996 -0.746
```
Positions in Å, forces in eV/Å.

Output
SMILES: C=C=CP(=O)(N(C)C)N(C)C
HOMO-LUMO gap: 9.05 eV
molar mass: 174.18 g mol⁻¹

Molecular formula: C7H15N2S2
Method: DFT, the ωB97M-V functional and the def2-TZVPD basis

The geometry in XYZ format:
```
26
Properties=species:S:1:pos:R:3:forces:R:3
C -3.9447 0.4324 0.1895 -0.388 0.773 -0.319
H 4.9838 0.8320 -0.7370 -0.734 0.033 0.055
C 3.8676 0.8174 -0.7583 0.670 0.031 -0.937
H -3.2209 -2.8345 0.2601 0.304 0.075 -0.172
C 1.0997 0.1043 0.4297 -1.663 -0.290 1.338
H -1.1421 1.3254 0.1860 -0.024 -1.393 -1.383
S 1.5704 1.7411 0.4883 -0.899 1.410 0.265
C 3.3408 1.6319 0.4000 1.003 -0.292 -0.125
H -0.1552 -0.0680 -1.0744 -2.554 1.361 1.950
H -4.0351 -1.9490 1.5373 0.042 0.166 0.333
H 0.8033 -0.2867 1.3927 -0.284 -0.261 -0.020
H -4.7095 -1.9185 -0.0683 -0.102 -0.329 -0.112
N -3.0897 -0.7299 0.1274 3.108 0.952 0.701
C -3.7776 -1.9349 0.4849 -0.284 -0.954 -0.075
H -4.0226 0.8090 1.2231 0.053 -0.091 -0.351
H 3.7431 -1.1193 -1.7636 0.021 0.262 0.619
H 3.8981 -1.2059 0.0413 -0.054 0.243 -0.613
H 3.7169 1.2129 1.3360 -0.077 0.244 0.085
N -1.7856 -0.7255 0.0338 -2.763 -2.630 -0.512
C -0.9787 0.2563 -0.2101 3.023 2.573 -0.615
H 3.6499 2.6838 0.3167 0.025 -0.369 0.089
C 3.4492 -0.6462 -0.8058 0.738 -0.338 0.529
H 3.5709 1.2911 -1.6967 0.007 0.056 0.009
H -4.9272 0.0384 -0.1245 0.372 0.780 0.101
S 1.6862 -0.9938 -0.7241 0.643 -1.541 -1.182
H -3.5910 1.2365 -0.4837 -0.184 -0.472 0.342
```
Positions in Å, forces in eV/Å.

Output
HOMO-LUMO gap: 6.72 eV
net charge: +1
molar mass: 191.34 g mol⁻¹

Molecular formula: C7H15N3
Method: DFT, the ωB97M-V functional and the def2-TZVPD basis

The geometry in XYZ format:
```
25
Properties=species:S:1:pos:R:3:forces:R:3
H -2.7925 -0.9328 -0.0144 0.016 -0.011 0.029
C -2.2582 -0.8177 0.9295 0.149 0.139 -0.043
N 2.1192 -0.3849 0.0090 -0.097 -0.093 0.016
H -2.5369 -1.6436 1.5827 0.090 -0.055 -0.076
H -0.6366 2.3294 -0.7633 0.227 -0.029 0.051
H 0.0537 1.9348 0.8493 0.011 0.058 -0.036
N -0.3136 0.2668 -0.3839 -0.129 -0.308 0.295
N 0.4253 -0.2273 2.9404 -0.161 -0.073 -0.295
C -0.6504 1.6375 0.0760 -0.065 -0.123 0.003
C -0.2910 -2.2270 0.1659 -0.004 -0.269 -0.159
C -0.7404 -0.9231 0.6690 0.136 0.483 -0.506
H 2.6270 1.2161 -2.0600 -0.038 -0.073 0.056
H 0.1326 -2.2928 -0.8290 0.183 0.199 -0.013
H 1.8862 2.1756 -0.7848 -0.044 0.031 -0.035
C 1.6887 1.4203 -1.5464 -0.172 -0.047 0.024
H 1.0677 -0.6317 -1.7031 -0.012 0.013 0.024
H 2.3370 0.2300 0.7812 -0.038 -0.069 0.008
H 1.8737 -1.3336 0.3043 -0.050 0.168 0.160
H -1.0148 -3.0186 0.3275 -0.148 0.079 -0.016
H -2.5642 0.1026 1.4342 0.044 -0.038 -0.015
H 0.9877 1.8142 -2.2831 -0.014 0.043 0.058
H -0.8933 0.0328 -1.1926 0.002 -0.062 0.107
C 1.2098 0.1177 -0.9276 -0.190 -0.207 0.018
H -1.6553 1.6665 0.4858 0.017 -0.158 0.080
C -0.0616 -0.5114 1.9337 0.287 0.401 0.263
```
Positions in Å, forces in eV/Å.

Output
HOMO-LUMO gap: 6.46 eV
molar mass: 141.22 g mol⁻¹

Molecular formula: C7H15N3O3Si
Method: DFT, the ωB97M-V functional and the def2-TZVPD basis

The geometry in XYZ format:
```
29
Properties=species:S:1:pos:R:3:forces:R:3
H 0.1060 -3.3908 -2.0621 -0.235 -0.060 0.455
H -2.5465 1.9137 2.3930 0.833 0.052 -1.088
H 2.1260 1.0963 3.9263 -0.640 0.990 0.679
C 1.3881 -0.6828 3.1441 -2.215 0.483 1.317
H -2.1990 -2.0917 -1.0208 1.320 -0.402 0.032
N -0.6568 -1.2625 0.0874 0.575 -4.583 -2.956
H 0.2400 -0.3768 -3.7195 0.242 1.453 -0.029
N 0.3266 -0.3087 2.5093 0.245 -2.547 0.478
H 0.6263 -3.3959 -0.3388 0.159 0.121 -0.060
C -0.2267 -3.4026 -1.0094 -1.217 0.194 0.369
H -1.8478 3.2022 1.2965 -0.546 -0.833 0.183
H 3.3812 0.0746 3.4883 1.193 -0.997 0.681
O 0.6132 0.7388 1.6638 -1.632 1.604 -1.433
H -2.9773 1.9886 0.7121 -1.303 -0.253 -1.333
C -2.1639 2.1213 1.3498 2.129 1.281 2.034
N 0.0207 1.0900 -1.6386 1.150 -1.125 -4.292
O -0.1924 1.9668 -0.6539 0.420 2.096 0.939
O -1.5102 -0.2570 0.1577 -1.008 2.787 1.164
C 0.3627 0.7217 -3.9957 -1.188 -1.723 0.692
C 2.3928 0.3375 3.2426 2.573 0.615 -2.161
C -1.1283 -2.2270 -0.6788 0.692 2.047 1.428
H -0.5010 0.9348 -4.6388 0.129 0.225 0.145
C 0.3550 1.6018 -2.7921 -1.096 -0.404 2.451
H 2.5095 0.7657 2.2276 0.043 0.166 0.833
Si -0.7067 1.1519 0.6621 -1.715 -1.826 1.875
H 1.2256 0.7996 -4.6000 1.081 0.290 -0.567
H 0.4507 2.6929 -2.8372 0.102 -0.217 -0.262
H 1.3481 -1.4966 3.9148 -0.478 0.591 -1.182
H -0.8161 -4.3058 -0.7899 0.386 -0.024 -0.393
```
Positions in Å, forces in eV/Å.

Output
HOMO-LUMO gap: 9.86 eV
molar mass: 217.30 g mol⁻¹

Molecular formula: C7H15N4
Method: DFT, the ωB97M-V functional and the def2-TZVPD basis

The geometry in XYZ format:
```
26
Properties=species:S:1:pos:R:3:forces:R:3
N -3.0787 1.5370 -0.5816 2.972 -1.634 0.065
H 2.6332 -0.3626 1.3153 -0.078 0.124 -1.611
H -1.0489 -1.7502 1.1919 0.790 0.768 -0.563
H 0.3105 -2.7453 0.9796 0.385 0.904 -0.255
C -1.1239 1.0336 0.2374 -4.684 0.706 0.477
H -3.7344 1.8822 -1.2486 -0.359 -0.132 -0.399
C 0.4576 -1.1745 -1.3218 -1.867 -0.140 0.660
C 0.0704 -1.6669 1.1452 -1.261 -1.480 1.800
H 0.4627 -2.2477 -1.3946 0.025 -0.476 0.010
C 0.6981 -0.7404 0.1317 2.296 0.531 -0.785
C -2.2150 1.0716 1.2340 2.217 -0.790 3.313
N -1.7615 1.3201 -0.8887 -0.837 0.906 -0.711
H 0.3299 -1.5110 2.2305 0.165 0.338 -1.117
H 2.9273 -0.6272 -0.5711 0.413 0.933 -0.504
H 1.9097 1.0649 -0.7423 0.583 1.538 -0.136
C 2.3132 -0.7491 0.2948 -1.866 -3.102 2.940
H 0.7239 2.4814 -0.8175 0.934 -0.725 -0.119
H -2.2707 1.0857 2.3934 0.722 -0.604 -2.260
H -0.5701 -0.8466 -1.6560 1.141 -0.219 -0.041
H 2.4293 -1.8647 0.4561 0.329 1.027 -0.166
H 1.2721 -0.8441 -1.9323 0.170 0.315 -0.832
H 0.7045 1.1660 1.1748 0.148 -0.220 0.147
C 0.3056 0.7384 0.2533 -0.742 -0.066 1.826
N -3.3546 1.2656 0.6762 -0.994 1.663 -0.855
H 0.6434 1.0135 -1.7307 -0.066 1.138 0.893
N 0.9665 1.4702 -0.8290 -0.535 -1.305 -1.776
```
Positions in Å, forces in eV/Å.

Output
SMILES: CC(C)(C)[C@@H]([NH3+])c1cn[nH]n1
HOMO-LUMO gap: 10.52 eV
net charge: +1
molar mass: 155.22 g mol⁻¹

Molecular formula: C7H15N6
Method: DFT, the ωB97M-V functional and the def2-TZVPD basis

The geometry in XYZ format:
```
28
Properties=species:S:1:pos:R:3:forces:R:3
H 0.1751 -1.9046 2.0165 -0.285 0.541 0.403
C -1.5369 0.1797 0.2012 2.065 -1.384 -2.315
N -0.5280 -1.5890 -1.3803 0.136 4.677 -1.634
H 0.1672 0.7258 -2.3298 0.382 1.106 0.736
C 1.7026 -0.0652 1.2878 -0.400 2.058 0.130
H -1.7336 1.7400 1.8524 -0.780 -0.882 -1.161
N -3.6286 0.0829 -0.1525 1.401 2.285 2.055
H -1.5244 -1.0295 -1.5419 0.322 -1.791 1.032
H -0.2093 -1.8589 -2.2830 1.025 -0.416 -0.722
H 0.5746 2.3941 0.0858 -0.865 -1.074 -0.135
C 0.2012 -0.4856 -0.6757 -2.213 1.313 2.845
C -2.1667 1.0619 1.0647 -0.842 1.105 0.603
H 1.7509 2.5915 -1.0094 0.829 0.095 -0.771
N -2.4610 -0.4278 -0.5341 -1.223 0.679 -0.232
H 2.7858 1.8626 1.0688 -0.389 -1.325 -0.514
H -4.5745 0.0073 -0.4384 -0.524 -1.026 -1.120
H 0.8576 -2.9483 0.9905 1.106 -0.090 -0.387
H 2.6801 -0.4186 1.7384 -1.809 -0.853 -0.201
C 2.2676 1.0665 0.4460 1.286 0.804 0.021
H 3.0160 0.4266 -0.1068 -0.243 1.616 -0.120
N 0.9373 -0.9465 0.3950 2.366 -2.077 0.894
C 1.2811 1.7845 -0.4884 0.737 -1.422 -0.558
C 0.8668 0.6206 -1.4614 -2.163 -0.587 -0.655
H 0.9890 0.3557 2.0564 0.664 -0.671 -0.317
N -3.4967 1.0203 0.7872 1.196 -0.698 0.370
H 1.6860 0.0766 -1.9552 0.538 0.729 0.401
H -0.4926 -2.2657 -0.6905 -0.833 -2.561 1.776
N 0.4131 -2.0569 1.0565 -1.483 -0.150 -0.425
```
Positions in Å, forces in eV/Å.

Output
HOMO-LUMO gap: 10.02 eV
net charge: +1
molar mass: 183.24 g mol⁻¹

Molecular formula: C7H15NO
Method: DFT, the ωB97M-V functional and the def2-TZVPD basis

The geometry in XYZ format:
```
24
Properties=species:S:1:pos:R:3:forces:R:3
H 1.0606 0.0810 -2.2333 0.030 0.001 -0.095
H -1.3030 2.0473 -1.3335 0.072 -0.185 0.218
H -2.4096 -0.7330 1.2563 -0.097 -0.012 0.009
H 1.9731 -1.3572 1.2111 0.055 -0.095 0.044
H 1.5241 -1.4881 -1.5666 0.063 -0.085 -0.009
C 1.7372 -0.2985 1.1145 -0.318 0.013 -0.039
H -1.0914 -1.8845 1.4559 -0.027 -0.126 0.073
C -0.7139 -0.3419 0.0065 0.891 -0.013 0.179
C 1.5386 -0.4122 -1.3929 -0.278 0.104 0.009
H -2.4766 -0.8136 -1.1246 -0.073 -0.005 -0.028
O -0.3731 1.7974 -1.2701 0.683 -0.446 0.640
H 2.6743 0.2439 0.9891 0.087 0.030 -0.007
C -1.3249 -0.8323 1.3004 0.276 0.057 -0.084
N -0.2078 1.8284 1.1525 0.071 -0.010 -0.216
H 1.2665 0.0506 2.0271 0.011 -0.071 0.115
H -0.9701 -0.2554 2.1482 0.029 -0.066 0.100
H 2.5767 -0.0871 -1.3547 0.091 0.023 -0.034
C -0.1440 1.0487 -0.0424 -0.883 0.808 -0.768
H -1.0714 -0.4316 -2.1276 -0.058 0.007 -0.066
H -1.1655 -1.9812 -1.3035 -0.060 -0.115 0.011
C -1.3950 -0.9197 -1.2135 0.280 0.160 -0.005
H 0.5464 2.5055 1.1699 -0.149 0.087 -0.005
C 0.8495 -0.0726 -0.0895 -0.849 -0.101 -0.094
H -1.1006 2.3060 1.2207 0.154 0.039 0.052
```
Positions in Å, forces in eV/Å.

Output
SMILES: CC1(C)C(C)(C)C1(N)O
HOMO-LUMO gap: 9.87 eV
molar mass: 129.20 g mol⁻¹

Molecular formula: C7H15NO
Method: DFT, the ωB97M-V functional and the def2-TZVPD basis

The geometry in XYZ format:
```
24
Properties=species:S:1:pos:R:3:forces:R:3
C 0.0666 1.3749 1.8885 0.467 -0.387 -0.061
C 0.0253 1.3484 0.3724 -1.747 1.339 -0.033
H 0.1544 -2.5816 -0.3813 -0.344 0.232 -0.059
H 2.0918 -0.5951 0.9002 -0.111 0.142 0.175
H 1.9469 0.3626 -1.4296 0.024 0.054 -0.098
H -0.4893 1.4181 -2.0299 -0.164 0.069 -0.017
H 1.3145 -1.1786 -2.0309 0.033 -0.073 0.009
C 1.9530 -0.7178 -1.2766 -0.263 0.453 -0.100
O 0.7348 2.0845 -0.2979 0.456 -0.482 0.093
H -2.2296 0.1879 1.4954 -0.091 -0.022 0.134
C -1.2624 0.7769 -1.6141 0.131 0.078 0.070
C 1.4983 -1.0325 0.1071 -0.823 -1.644 0.236
H 0.9880 1.8656 2.1885 0.003 0.023 0.003
H -2.2557 1.1482 -1.8767 0.081 -0.008 -0.065
C -1.8796 -0.1797 0.5377 1.969 -2.844 0.979
N -1.1144 0.7654 -0.1675 1.157 0.746 -0.736
H 2.9828 -1.0507 -1.4304 -0.059 -0.086 0.078
H -1.0498 -1.1417 0.7379 -2.776 2.116 -0.225
C 0.5461 -1.9618 0.4185 2.644 0.048 -0.682
H -0.7811 1.9395 2.2783 -0.034 0.018 -0.115
H -2.7116 -0.5370 -0.0606 0.000 -0.008 -0.003
H 0.0341 0.3782 2.3203 -0.027 -0.093 0.073
H 0.5701 -2.4498 1.3845 -0.467 0.435 0.296
H -1.1331 -0.2238 -2.0338 -0.060 -0.106 0.049
```
Positions in Å, forces in eV/Å.

Output
SMILES: CC(=O)N(C)C.C=CC
HOMO-LUMO gap: 9.60 eV
molar mass: 129.20 g mol⁻¹

Molecular formula: C7H15NO
Method: DFT, the ωB97M-V functional and the def2-TZVPD basis

The geometry in XYZ format:
```
24
Properties=species:S:1:pos:R:3:forces:R:3
H 1.3648 -1.2751 1.1324 -0.647 0.033 0.133
C -0.6231 -0.7101 1.4909 -1.483 0.950 1.231
C -1.7866 1.5432 -0.7555 0.117 -0.016 -0.074
H 2.1148 -0.7668 -1.7783 -0.006 0.029 -0.017
H 0.8246 -1.8669 -1.3198 -0.021 -0.028 -0.027
H -1.6354 2.6057 -0.5635 -0.031 -0.042 0.029
H -2.5562 1.4362 -1.5218 0.020 0.005 0.004
C -1.1689 -1.7710 0.9556 0.580 -0.194 -0.211
H -0.2154 1.3064 -2.2036 -0.118 -0.046 0.056
H -2.1661 1.0847 0.1560 -0.004 0.033 0.064
H 2.4758 -2.1884 -0.7981 -0.017 -0.032 -0.063
C 1.4982 -0.5894 0.2953 0.285 1.625 -1.059
H -2.2276 -1.9407 1.0929 -0.023 0.142 0.119
C -0.4898 0.8891 -1.2266 0.046 0.061 -0.210
H -0.4868 0.2780 3.1750 0.029 -0.209 -0.063
H 2.3743 -0.0341 0.6270 0.255 -0.062 -0.110
N -0.6596 0.3569 2.1771 0.334 -1.131 -0.475
C 0.7219 1.1145 -0.3122 0.495 -2.490 0.489
H 1.6273 1.3233 -0.8864 -0.056 0.048 -0.023
O 0.5902 1.9182 0.7215 -0.922 0.037 1.702
H -0.6504 -0.1792 -1.3889 0.025 0.046 -0.016
C 1.7441 -1.3938 -0.9657 0.062 -0.001 0.157
H -0.0596 1.3569 1.5070 0.977 1.188 -1.555
H -0.6104 -2.4977 0.3898 0.103 0.052 -0.081
```
Positions in Å, forces in eV/Å.

Output
HOMO-LUMO gap: 8.83 eV
molar mass: 129.20 g mol⁻¹